## P
3 unconnected molecules or ions with the total composition CH9N3O2. Source: the OMol25 dataset; level of theory: ωB97M-V with the def2-TZVPD basis set.

For the HOMO energy, the calculation gives -8.8 eV. Its net charge is 0. The SMILES is N=C(N)N.O.O.

Last columns: bonded neighbours and bond lengths (Å).
Geometry (Å):
1 O -0.3598 0.8498 3.6523  H10 0.920, H15 0.948
2 O 0.6740 -2.1462 0.5561  H12 0.937, H14 1.051
3 N -0.0569 0.9959 -0.0651  C6 1.418, H8 1.052, H13 1.077
4 N -0.9179 0.8327 -2.1888  C6 1.388, H9 1.054, H11 1.033
5 N 0.8936 -0.5058 -1.8064  C6 1.299, H7 1.070
6 C 0.0219 0.3172 -1.3073  N3 1.418, N4 1.388, N5 1.299
7 H 1.2463 -0.2388 -2.7805  N5 1.070
8 H -0.6124 1.8045 0.3145  N3 1.052
9 H -0.5089 1.7920 -2.3424  N4 1.054
10 H -0.1018 0.0740 4.0744  O1 0.920
11 H -0.8082 0.1749 -2.9779  N4 1.033
12 H 0.6748 -1.9454 -0.3592  O2 0.937
13 H 0.0970 0.3305 0.7679  N3 1.077
14 H 1.0581 -3.1126 0.7074  O2 1.051
15 H -1.2998 0.7773 3.7549  O1 0.948


## Q
2 unconnected molecules or ions with the total composition CH9N3O2. Source: the OMol25 dataset; level of theory: ωB97M-V with the def2-TZVPD basis set.

For the HOMO energy, the calculation gives -8.1 eV. Its net charge is 0. The SMILES is N[NH2+]N[O-].CO.

Last columns: bonded neighbours and bond lengths (Å).
Geometry (Å):
1 O -0.5840 1.0396 0.7045  C6 1.409, H11 1.061
2 O 1.6197 0.9941 -0.4952  N3 1.303
3 N 1.2908 0.1798 -1.4577  O2 1.303, N5 1.745, H14 1.042
4 N -0.5247 -1.6700 -1.7491  N5 1.411, H9 1.018, H10 1.016
5 N 0.2196 -1.0039 -0.7528  N3 1.745, N4 1.411, H7 1.068, H15 1.022
6 C -0.5914 1.2278 2.1004  O1 1.409, H8 1.096, H12 1.094, H13 1.099
7 H -0.3804 -0.4009 -0.1075  N5 1.068
8 H -0.4475 2.2839 2.3573  C6 1.096
9 H -1.1535 -2.3556 -1.3366  N4 1.018
10 H 0.1141 -2.1342 -2.3891  N4 1.016
11 H 0.3781 1.2508 0.3100  O1 1.061
12 H -1.5635 0.9073 2.4873  C6 1.094
13 H 0.1972 0.6435 2.5949  C6 1.099
14 H 0.5564 0.6191 -2.0515  N3 1.042
15 H 0.8691 -1.5813 -0.2148  N5 1.022


Verdict on stability: P comes out on top.